Entry 1:
ORCA calculation (ωB97M-V/def2-TZVPD) on a single C2H3BrN2O5 molecule.

```
13
Properties=species:S:1:pos:R:3
C -0.690 1.069 -0.766
C 1.272 -0.884 0.209
N -0.655 2.095 0.464
N 0.064 -1.217 -0.028
O -1.562 2.808 0.684
O 0.345 2.074 1.180
O -0.188 -2.509 -0.358
O -0.856 -0.360 0.132
O 0.391 0.916 -1.340
Br 2.490 -2.339 0.020
H -1.773 1.244 -1.066
H 1.711 0.182 0.421
H -0.548 -3.081 0.450
```

As for the net charge: 0. Its electronic energy is -85374.14132 eV. As for the energy above the lowest of the compared OMol25 structures with the same formula, charge and spin: 1.133 eV. As for the orbital gap: 9.42 eV.


Entry 2:
ORCA calculation (ωB97M-V/def2-TZVPD) on 2 unconnected molecules or ions with the total composition C2H3BrO.

```
7
Properties=species:S:1:pos:R:3
C 0.901 -0.861 -0.116
C -0.528 1.064 -0.005
O 2.000 -1.240 0.120
Br -1.860 -0.207 -0.008
H -0.305 1.231 1.067
H 0.091 -1.612 -0.113
H -0.298 1.624 -0.944
```

As for the net charge: 0. Its electronic energy is -74208.69687 eV. As for the energy above the lowest of the compared OMol25 structures with the same formula, charge and spin: 3.716 eV. As for the orbital gap (spin up / spin down): 8.47 / 8.46 eV.


Entry 3:
ORCA calculation (ωB97M-V/def2-TZVPD) on a single C2H3BrO molecule.

```
7
Properties=species:S:1:pos:R:3
C -0.115 -0.668 0.036
C 0.210 0.704 -0.116
O 1.299 1.212 0.712
Br -0.897 1.929 -0.842
H -1.216 -0.943 -0.150
H 0.189 -0.985 1.019
H 0.531 -1.251 -0.659
```

The SMILES is CC(=O)Br. As for the net charge: 0. Its electronic energy is -74210.43249 eV. As for the energy above the lowest of the compared OMol25 structures with the same formula, charge and spin: 1.981 eV. As for the orbital gap: 9.66 eV.


Entry 4:
ORCA calculation (ωB97M-V/def2-TZVPD) on 2 unconnected molecules or ions with the total composition C2H3BrO2.

```
8
Properties=species:S:1:pos:R:3
C 1.212 0.054 0.096
C -1.069 0.249 -0.015
O 0.845 -2.102 -0.404
O 0.224 0.821 0.192
Br 2.906 0.613 0.312
H -0.933 -0.805 -0.297
H -1.557 0.826 -0.800
H -1.628 0.345 0.916
```

As for the net charge: 0. Its electronic energy is -76252.55607 eV. As for the energy above the lowest of the compared OMol25 structures with the same formula, charge and spin: 7.721 eV. As for the orbital gap (spin up / spin down): 8.54 / 8.83 eV.